A structure of composition C29H37N6O4S2Tl at a distorted geometry. Source: the OMol25 dataset; level of theory: ωB97M-V with the def2-TZVPD basis set.

Last column: natural (NBO) charge in e.
CARTESIAN COORDINATES (ANGSTROEM)
Tl: -1.79454 -0.38006 0.10042  0.743
C: -3.08240 -2.87627 -2.34867  -0.630
C: -3.86169 -3.54649 -1.26139  -0.046
C: -5.13725 -4.03770 -1.49480  -0.198
C: -5.87271 -4.62537 -0.48250  -0.214
C: -5.35146 -4.69731 0.79669  -0.204
C: -4.08355 -4.21001 1.07230  -0.046
C: -3.50122 -4.25432 2.45291  -0.629
C: -3.33598 -3.64987 0.02937  0.166
N: -2.08949 -3.11125 0.36115  -0.446
C: -1.00283 -3.76794 0.34524  0.299
C: -0.86318 -5.15865 -0.19844  -0.703
C: 0.18970 -3.11216 0.93111  0.312
C: 1.26936 -4.00537 1.46239  -0.702
N: 0.18720 -1.84566 1.04787  -0.457
C: 1.23161 -1.11747 1.63229  0.088
C: 2.46445 -0.95030 0.98983  -0.008
C: 2.73570 -1.57715 -0.34162  -0.656
C: 3.42340 -0.15375 1.59772  -0.216
C: 3.18064 0.46930 2.80738  -0.193
C: 1.96086 0.29130 3.43516  -0.220
C: 0.97610 -0.49956 2.86401  -0.015
C: -0.33819 -0.73183 3.54655  -0.629
H: -3.53397 -3.04552 -3.32319  0.224
H: -2.04892 -3.21687 -2.38069  0.229
H: -3.06442 -1.79603 -2.18078  0.225
H: -5.55394 -3.95499 -2.48786  0.213
H: -6.85958 -5.00982 -0.68806  0.214
H: -5.93781 -5.12544 1.59441  0.210
H: -4.26297 -4.52774 3.17684  0.221
H: -3.08583 -3.28203 2.71958  0.223
H: -2.69089 -4.98228 2.51681  0.208
H: -1.80743 -5.48790 -0.63167  0.249
H: -0.57016 -5.86898 0.57193  0.236
H: -0.09914 -5.16938 -0.97535  0.242
H: 0.85376 -4.65743 2.23030  0.237
H: 2.06548 -3.41219 1.90734  0.249
H: 1.69037 -4.62908 0.67815  0.241
H: 1.94438 -1.32039 -1.04454  0.261
H: 2.77193 -2.66299 -0.27353  0.204
H: 3.68475 -1.22842 -0.73918  0.219
H: 4.38012 -0.03383 1.11062  0.212
H: 3.93912 1.09157 3.25892  0.218
H: 1.77519 0.77173 4.38508  0.218
H: -0.43327 -0.11514 4.43845  0.223
H: -0.42278 -1.77655 3.84098  0.221
H: -1.16107 -0.51272 2.86119  0.212
C: 2.70408 5.35260 -4.57159  -0.631
C: 3.77335 5.47434 -3.50963  -0.636
S: 3.00764 5.99063 -1.93730  2.161
O: 1.98341 6.96027 -2.20387  -0.953
O: 4.03223 6.33333 -0.99222  -0.941
C: 2.16566 4.48320 -1.31747  -0.661
C: 1.08626 4.99497 -0.37967  -0.253
N: 0.48064 3.93804 0.40183  -0.314
C: -0.13628 2.84491 -0.09508  0.425
N: -0.45951 1.98454 0.86032  -0.514
C: -0.05772 2.53017 2.01885  0.017
C: 0.53145 3.75367 1.76963  0.114
N: 0.95689 4.68642 2.72949  0.523
O: 1.17675 5.83190 2.38043  -0.392
O: 1.04298 4.28124 3.87212  -0.380
C: -0.45361 2.64873 -1.51798  -0.673
H: 3.14321 5.26455 -5.56291  0.228
H: 2.07986 6.24325 -4.54567  0.241
H: 2.07486 4.48117 -4.40446  0.214
H: 4.49890 6.24868 -3.74549  0.251
H: 4.29225 4.54256 -3.30069  0.234
H: 2.90944 3.87978 -0.80459  0.247
H: 1.76456 3.95293 -2.17522  0.237
H: 0.32151 5.51664 -0.96413  0.238
H: 1.53070 5.72384 0.30225  0.277
H: -0.21895 2.06151 2.96567  0.229
H: -0.62078 3.58876 -2.03662  0.234
H: -1.35232 2.04051 -1.60939  0.256
H: 0.34403 2.09817 -2.01634  0.262
S: -0.15210 -1.13212 -2.19581  -0.419
C: -0.54666 0.02677 -3.28668  0.043
N: -0.78015 0.87436 -4.03848  -0.470

Results
- Total charge: 0
- Energy above the lowest of the compared OMol25 structures with the same formula, charge and spin: 0.000 eV